1.
Density functional theory data (the ωB97M-V functional and the def2-TZVPD basis) for C38H55As2N4O5PPtTe as an isolated structure.

Last column: Mulliken spin population.
Positions of all 107 atoms, in Å:
Pt  1.1226  -0.1813  -0.6925  1.80
C  1.2842  -3.4415  -2.7601  0.01
As  1.0328  -2.6210  -1.0245  0.15
C  -0.4848  -3.5693  -0.2863  0.03
C  2.5218  -3.2879  0.0226  0.02
C  2.6204  -4.6503  0.2947  -0.02
C  3.6626  -5.1389  1.0675  0.00
C  4.6208  -4.2689  1.5698  0.00
C  4.5362  -2.9132  1.2941  -0.02
C  3.4881  -2.4165  0.5244  0.01
As  3.3717  -0.5209  0.1611  0.04
C  3.7376  0.3129  1.8616  0.02
C  4.9449  -0.1647  -0.9088  0.01
H  2.1839  -3.0393  -3.2218  0.00
H  0.4239  -3.2182  -3.3887  0.00
H  1.3864  -4.5201  -2.6486  0.01
H  -0.2975  -4.6417  -0.2952  0.01
H  -1.3669  -3.3546  -0.8888  0.00
H  -0.6470  -3.2224  0.7337  -0.01
H  1.8850  -5.3441  -0.0952  0.00
H  3.7291  -6.1984  1.2750  0.00
H  5.4356  -4.6474  2.1723  0.00
H  5.2942  -2.2456  1.6873  0.00
H  4.7479  0.0808  2.1942  0.01
H  3.0078  -0.0623  2.5767  -0.01
H  3.6249  1.3901  1.7517  0.00
H  5.8283  -0.5457  -0.3981  0.01
H  5.0441  0.9091  -1.0575  0.00
H  4.8443  -0.6592  -1.8729  0.00
O  0.9330  2.1388  -0.1062  0.06
C  -0.1742  2.5712  0.2166  -0.04
C  -1.4564  2.1557  -0.2963  -0.02
C  -2.5812  2.7644  0.2770  0.05
C  -3.8356  2.3984  -0.1255  0.01
C  -4.0257  1.4521  -1.1371  0.00
C  -2.9368  0.8481  -1.7132  0.00
C  -1.6186  1.1556  -1.2982  0.07
O  -0.6151  0.5298  -1.8513  0.12
N  -5.0012  3.0016  0.5342  0.00
O  -4.7862  3.7096  1.4978  0.00
O  -6.0936  2.7350  0.0847  0.00
H  -0.2136  3.3756  0.9684  -0.01
H  -2.4685  3.5178  1.0462  0.00
H  -5.0341  1.2042  -1.4398  0.00
H  -3.0618  0.0946  -2.4800  0.00
C  -0.7658  3.3993  -9.4897  0.00
C  -0.4029  3.2135  -8.0523  0.12
C  0.7121  3.8541  -7.5034  0.02
C  1.0580  3.7017  -6.1782  0.03
C  2.2640  4.4036  -5.6212  0.09
C  0.2447  2.8630  -5.3718  -0.06
Te  0.7292  2.6047  -3.4110  1.66
C  -0.8978  2.2060  -5.9016  -0.09
C  -1.7912  1.3667  -5.0341  0.16
C  -1.1916  2.3962  -7.2316  0.01
H  -0.0136  3.9710  -10.0275  0.00
H  -1.7202  3.9245  -9.5692  0.01
H  -0.8924  2.4334  -9.9807  0.01
H  1.3201  4.4865  -8.1382  0.00
H  2.7399  5.0181  -6.3819  0.01
H  3.0112  3.6907  -5.2638  0.00
H  1.9935  5.0618  -4.7919  0.00
H  -1.2273  0.6748  -4.4023  -0.03
H  -2.4794  0.7809  -5.6406  0.00
H  -2.3900  2.0014  -4.3753  -0.01
H  -2.0586  1.9053  -7.6575  0.00
O  0.6759  -0.6463  1.4055  -0.25
P  -0.2389  -0.5887  2.6089  0.00
N  -1.6767  -1.2970  2.2878  0.00
C  -2.4948  -2.0046  3.2959  0.00
C  -3.9006  -1.9857  2.6975  0.00
C  -3.6431  -1.9607  1.1925  0.00
C  -2.4567  -1.0120  1.0752  -0.03
N  -0.5117  0.9471  3.1013  0.00
C  0.5959  1.8173  3.5494  0.00
C  -0.0536  2.7185  4.5959  0.00
C  -1.4870  2.8526  4.0876  0.00
C  -1.8162  1.4491  3.5881  0.00
N  0.4818  -1.4013  3.8248  0.01
C  0.3098  -1.1081  5.2640  0.00
C  0.6403  -2.4368  5.9397  0.00
C  1.6587  -3.0654  4.9920  0.00
C  1.0911  -2.7297  3.6174  0.00
H  -2.4606  -1.5157  4.2702  0.00
H  -2.1331  -3.0288  3.4236  0.00
H  -4.4247  -1.0757  2.9986  0.00
H  -4.4945  -2.8376  3.0209  0.00
H  -4.5017  -1.6252  0.6139  0.00
H  -3.3637  -2.9578  0.8419  0.00
H  -2.8012  0.0263  1.0584  0.00
H  -1.8524  -1.1825  0.1823  0.01
H  0.9911  2.4007  2.7125  0.00
H  1.4184  1.2232  3.9508  0.00
H  0.4610  3.6701  4.7052  0.00
H  -0.0535  2.2173  5.5666  0.00
H  -1.5298  3.5674  3.2607  0.00
H  -2.1860  3.1897  4.8494  0.00
H  -2.5581  1.4571  2.7885  0.00
H  -2.2018  0.8306  4.4034  0.00
H  -0.7007  -0.7680  5.4933  0.00
H  1.0066  -0.3255  5.5768  0.00
H  -0.2541  -3.0612  5.9928  0.00
H  1.0157  -2.3003  6.9517  0.00
H  1.7802  -4.1366  5.1398  0.00
H  2.6345  -2.5907  5.1175  0.00
H  0.3322  -3.4652  3.3234  0.00
H  1.8467  -2.6889  2.8332  0.00

Summary:
Charge   +2
Gap between HOMO and LUMO (alpha / beta)   0.2541 / 0.2003 Eh
Energy above the lowest of the compared OMol25 structures with the same formula, charge and spin   0.0 kJ/mol
2S+1   5
Expectation value of S²   6.0262
HOMO level (alpha / beta)   -0.4316 / -0.4902 Ha
Largest force on an atom   0.12 eV/A


2.
Density functional theory data (the ωB97M-V functional and the def2-TZVPD basis) for one molecule with the formula C7H9FO2 in a non-equilibrium geometry.

Last column: natural (NBO) charge in e.
Positions of all 19 atoms, in Å:
C  2.5753  0.2790  0.4384  -0.02
C  3.0366  1.5180  0.4714  -0.36
C  0.1823  -0.4613  1.2577  0.77
C  2.4145  -0.9639  -0.2343  -0.46
C  1.6825  -0.6823  1.0789  0.21
C  -2.4277  -0.7941  -0.1222  -0.64
C  -1.7044  0.4753  0.2836  -0.07
O  -0.4665  -0.8828  2.1654  -0.57
O  -0.2844  0.2332  0.2252  -0.51
F  2.1930  -1.2882  2.1634  -0.31
H  2.5210  2.2468  1.1461  0.21
H  3.5998  1.9454  -0.3820  0.21
H  1.8769  -0.8604  -1.2106  0.24
H  3.2121  -1.8082  -0.2843  0.25
H  -2.0842  -1.1633  -1.0816  0.22
H  -2.2188  -1.5303  0.6237  0.24
H  -3.6051  -0.5492  -0.3118  0.22
H  -1.8613  0.9461  1.3733  0.20
H  -1.8028  1.2538  -0.3537  0.18

Summary:
Gap between HOMO and LUMO   0.3964 Eh
Energy above the lowest of the compared OMol25 structures with the same formula, charge and spin   130.1 kJ/mol
2S+1   1
SMILES   C=C1C[C@]1(F)C(=O)OCC
HOMO level   -0.3708 Ha
Largest force on an atom   3.74 eV/A


3.
Density functional theory data (the ωB97M-V functional and the def2-TZVPD basis) for a 2-piece molecular cluster, C2H9NO overall.

Last column: natural (NBO) charge in e.
Positions of all 13 atoms, in Å:
C  1.0741  1.7276  0.1581  -0.41
N  1.0555  0.5241  -0.6590  -0.62
C  -0.2585  0.1999  -1.1601  -0.41
H  1.9743  1.7785  0.7663  0.20
H  1.0390  2.6331  -0.4401  0.19
H  0.2391  1.7265  0.8743  0.16
H  1.4296  -0.2198  -0.1159  0.35
H  -1.0483  0.0242  -0.4201  0.15
H  -0.1995  -0.6906  -1.7859  0.20
H  -0.5458  1.0077  -1.8338  0.19
H  -1.3506  -3.6456  1.4230  0.47
H  -1.9477  -2.2618  1.2839  0.47
O  -1.4612  -2.8037  1.9090  -0.93

Summary:
Gap between HOMO and LUMO   0.3532 Eh
Energy above the lowest of the compared OMol25 structures with the same formula, charge and spin   52.2 kJ/mol
2S+1   1
SMILES   CNC.O
HOMO level   -0.3252 Ha
Largest force on an atom   0.95 eV/A


4.
Density functional theory data (the ωB97M-V functional and the def2-TZVPD basis) for one molecule with the formula C2H6P2 in a non-equilibrium geometry.

Last column: natural (NBO) charge in e.
Positions of all 10 atoms, in Å:
C  -0.3892  -0.7129  0.1799  -0.37
C  0.9698  -0.8055  0.1454  -0.53
P  -2.0192  0.4209  0.1913  0.27
P  1.9941  0.6555  -0.0710  0.31
H  -1.6384  1.4378  -0.7292  -0.02
H  -0.9272  -1.6515  0.4508  0.19
H  1.2466  -1.7706  0.0177  0.22
H  -2.3336  -0.2515  -1.0252  0.00
H  2.1712  1.1215  1.1401  -0.04
H  0.9259  1.5563  -0.2996  -0.03

Summary:
Gap between HOMO and LUMO   0.3599 Eh
Energy above the lowest of the compared OMol25 structures with the same formula, charge and spin   129.2 kJ/mol
2S+1   1
SMILES   P/C=C\P
HOMO level   -0.3244 Ha
Largest force on an atom   5.23 eV/A